No. 1
C3H5ClSi as an isolated structure at a distorted geometry, computed with ωB97M-V/def2-TZVPD.

```
10
Properties=species:S:1:pos:R:3:forces:R:3
C 2.93813 -0.35523 0.09003 1.2106 -0.2939 1.1257
C 1.82097 0.07592 0.01201 -4.1878 2.0208 -0.4891
C -1.44419 -0.57071 -0.19089 2.2475 -0.9119 -0.3461
Si -0.38883 1.00342 0.01819 1.9682 -3.2182 -1.8610
Cl -3.11862 -0.05184 0.16313 0.3325 -0.3468 -0.2526
H 3.88596 -0.65788 0.51992 -0.4361 0.0130 -0.7359
H -1.03230 -1.36055 0.52679 -1.0930 0.9860 -0.9013
H -1.23376 -0.93166 -1.24882 -1.0254 0.2174 1.2680
H -0.82386 1.69237 -1.31926 0.8567 0.2372 1.6435
H -0.60350 1.15617 1.42890 0.1269 1.2963 0.5487
```
Forces are in eV/Å.

- E_LUMO: -0.02 eV
- Orbital gap: 10.01 eV

natural (NBO) atomic charge list, values in e, 6 entries:
1. C -0.3532
2. C -0.3519
3. C -0.8669
4. Si 1.0963
5. Cl -0.0397
6. H 0.2373

---

No. 2
C3H5ErO5 as an isolated structure at a distorted geometry, computed with ωB97M-V/def2-TZVPD.

```
14
Properties=species:S:1:pos:R:3:forces:R:3
O 3.18433 0.62958 1.00888 0.1079 -0.3844 -1.3787
C 2.29107 -0.04630 0.26489 -0.6690 -0.1290 0.0507
C 2.33116 -0.10142 -1.24952 0.8668 0.2691 0.4662
O 1.30521 -0.91155 -1.73571 -2.4515 0.2979 1.2498
H -2.74183 1.73734 -0.29759 -0.1620 0.1552 0.2566
H 1.73533 -0.80056 0.83407 0.2722 -0.0232 -0.0515
H 3.93461 0.82027 0.40017 -0.3468 0.3440 0.7494
H 3.32435 -0.48305 -1.56530 -0.2589 0.0159 -0.0275
H 2.26326 0.93814 -1.63348 0.0768 -0.3738 0.0091
Er -0.61391 -0.77119 -0.72959 0.7572 0.6644 0.2469
O -2.04740 -0.89247 1.01214 1.9481 -1.0356 -0.7612
C -2.69651 0.20038 0.99029 -3.2936 0.4326 1.7185
O -3.65495 0.57868 1.62530 1.7953 -0.3068 -1.0402
O -2.19915 0.97103 -0.07252 1.3576 0.0736 -1.4882
```
Forces are in eV/Å.

- <S²>: 6.00
- E_LUMO (alpha / beta): -6.12 / -6.24 eV
- Charge: +1
- Orbital gap (alpha / beta): 5.61 / 8.25 eV
- Multiplicity: 5

natural (NBO) atomic charge list, values in e, 6 entries:
1. O -0.6064
2. C 0.1249
3. C -0.1598
4. O -0.9831
5. H 0.5505
6. H 0.1458

---

No. 3
C3H5F in the gas phase at a distorted geometry, computed with ωB97M-V/def2-TZVPD.

```
9
Properties=species:S:1:pos:R:3:forces:R:3
C -0.63248 0.11252 -1.32830 5.1521 -0.0636 6.2550
C -0.26236 -0.49828 -0.10319 -2.7730 -0.4566 -3.2413
C 0.64539 0.06019 0.93888 -4.6250 1.2650 4.0575
F 1.65163 0.73472 0.45175 2.7701 0.7432 -1.0183
H -1.33378 -0.35239 -1.88399 -2.0152 -0.9563 -2.0964
H 0.05659 0.95103 -1.53258 -1.0930 -0.2365 -0.7883
H -0.89507 -1.40583 0.13837 1.0140 1.0527 0.1531
H -0.10725 0.98279 1.38364 1.7424 -2.4737 -0.5168
H 0.87733 -0.58476 1.93543 -0.1724 1.1258 -2.8044
```
Forces are in eV/Å.

- E_LUMO: 0.90 eV
- Orbital gap: 10.26 eV
- SMILES: C=CCF

natural (NBO) atomic charge list, values in e, 6 entries:
1. C -0.4004
2. C -0.2343
3. C 0.0192
4. F -0.3393
5. H 0.2031
6. H 0.2080

---

No. 4
A 2-piece molecular cluster, C3H5F2N overall at a distorted geometry, computed with ωB97M-V/def2-TZVPD.

```
11
Properties=species:S:1:pos:R:3:forces:R:3
C -0.53650 0.36815 0.41812 3.4057 1.8195 -0.2225
C -0.73053 -1.01226 -0.12940 0.6077 -1.0957 0.4777
C 1.59476 0.91805 0.59690 -2.1327 0.8663 -2.1116
N -1.39537 1.23098 0.63113 0.0802 0.9100 0.7473
F -0.80317 -0.95865 -1.51327 0.1016 0.1162 0.1477
F 2.18441 -0.02313 1.27433 1.1158 -3.1054 1.5718
H -1.65927 -1.50850 0.23716 0.6077 0.5480 -0.0970
H 0.17564 -1.62008 0.15249 -0.9778 0.4182 -0.3021
H 1.77270 1.79223 1.19391 -1.0956 1.1094 0.1828
H 2.19381 1.05285 -0.34713 -1.3411 -0.2136 0.2066
H -1.03650 2.16385 0.97137 -0.3715 -1.3729 -0.6006
```
Forces are in eV/Å.

- E_LUMO: 0.81 eV
- Orbital gap: 9.81 eV

natural (NBO) atomic charge list, values in e, 6 entries:
1. C 0.3084
2. C -0.0439
3. C -0.0023
4. N -0.6046
5. F -0.3480
6. F -0.3574

---

These records have energy above the lowest of the compared OMol25 structures with the same formula, charge and spin values of 327.0; 0.0; 150.6; 270.3 kJ/mol, in the order they appear.
These records have energy values of -866.8346; -1508.3027; -217.0808; -371.6654 hartree, in the order they appear.